Formula: C7H9N2O2
Source: the Open Molecules 2025 dataset
Level of theory: ωB97M-V with the def2-TZVPD basis set

Positions of all 20 atoms, in Å:
C: -1.228 1.381 2.733
C: 0.103 0.886 2.808
C: -1.888 1.403 1.450
C: 0.714 0.554 1.527
C: -1.189 1.124 0.277
C: 0.848 0.382 -0.872
C: 1.068 -1.810 -2.369
N: 0.133 0.672 0.333
N: 0.915 -1.376 -1.070
O: 1.270 1.135 -1.637
O: -0.249 -1.967 -2.930
H: -1.877 1.513 3.617
H: 0.819 0.977 3.650
H: -2.862 1.889 1.370
H: 1.757 0.320 1.629
H: -1.423 1.223 -0.806
H: 1.744 -1.211 -2.920
H: 1.559 -2.775 -2.255
H: 0.015 -1.844 -0.766
H: -0.228 -2.475 -3.769

Results
- E_tot: -14470.840 eV
- HOMO level: -13.37 eV
- Charge: +1
- ΔE to the lowest compared entry with this formula, charge and spin: 73.4 kcal/mol
- SMILES: O=C(NCO)[n+]1ccccc1

Formula: C7H9N2S
Source: the Open Molecules 2025 dataset
Level of theory: ωB97M-V with the def2-TZVPD basis set

Positions of all 19 atoms, in Å:
C: 2.874 -1.471 0.160
C: 0.335 -1.434 -0.123
C: 3.819 -0.562 0.045
C: -0.543 -0.374 -0.096
C: 1.687 0.433 0.038
C: -2.007 -0.563 -0.129
C: -0.361 2.143 0.283
N: 0.147 0.808 0.019
N: 1.636 -0.950 -0.035
S: 3.208 1.077 -0.101
H: 3.116 -2.468 0.146
H: 0.153 -2.496 -0.144
H: 4.943 -0.698 0.165
H: -2.334 0.327 -0.428
H: -2.305 -1.308 -0.911
H: -2.362 -0.851 0.842
H: 0.487 2.813 0.591
H: -0.863 2.659 -0.491
H: -1.035 2.051 1.060

Results
- Multiplicity: 3
- E_tot: -21208.927 eV
- HOMO level (alpha / beta): -9.38 / -13.27 eV
- Charge: +1
- ΔE to the lowest compared entry with this formula, charge and spin: 0.0 kcal/mol

Formula: C7H9N3
Source: the Open Molecules 2025 dataset
Level of theory: ωB97M-V with the def2-TZVPD basis set

Positions of all 19 atoms, in Å:
C: 2.859 -0.866 0.374
C: 1.576 0.688 -0.277
C: 0.396 -1.444 -0.205
C: -0.374 0.920 -0.768
C: -0.759 -0.501 -0.546
C: -1.177 0.580 0.426
C: -2.618 1.039 0.441
N: 3.530 0.253 0.337
N: 2.717 1.249 -0.076
N: 1.577 -0.641 -0.018
H: 3.254 -1.819 0.655
H: 0.196 -2.032 0.696
H: 0.560 -2.138 -1.038
H: -0.575 1.592 -1.573
H: -1.529 -0.957 -1.156
H: -0.699 0.603 1.397
H: -2.677 2.068 0.792
H: -3.214 0.409 1.099
H: -3.042 0.998 -0.560

Results
- E_tot: -11871.989 eV
- HOMO level: -9.55 eV
- ΔE to the lowest compared entry with this formula, charge and spin: 80.7 kcal/mol

Formula: C7H9N3
Source: the Open Molecules 2025 dataset
Level of theory: ωB97M-V with the def2-TZVPD basis set

Positions of all 19 atoms, in Å:
C: 3.065 0.265 0.267
C: 2.119 1.219 -0.046
C: 1.241 -0.731 -0.076
C: 0.126 -1.636 -0.135
C: -1.145 -1.321 -0.319
C: -1.531 0.067 -0.382
C: -2.262 0.522 0.935
N: 2.496 -0.955 0.255
N: 0.958 0.582 -0.281
N: -0.313 1.092 -0.744
H: 4.058 0.450 0.435
H: 2.470 2.166 -0.342
H: 0.420 -2.718 0.101
H: -1.936 -2.094 -0.409
H: -2.167 0.186 -1.196
H: -1.621 0.454 1.765
H: -3.047 -0.231 1.014
H: -2.753 1.465 0.858
H: -0.177 1.219 -1.702

Results
- Multiplicity: 3
- E_tot: -11869.464 eV
- HOMO level (alpha / beta): -4.70 / -9.39 eV
- ΔE to the lowest compared entry with this formula, charge and spin: 33.8 kcal/mol

Formula: C7H9N3O2
Source: the Open Molecules 2025 dataset
Level of theory: ωB97M-V with the def2-TZVPD basis set

Positions of all 21 atoms, in Å:
C: 1.107 -0.871 0.669
C: 0.553 0.007 -1.544
C: 2.410 -1.222 0.250
C: 1.908 -0.338 -1.848
C: 0.246 -0.316 -0.258
C: -0.740 2.428 0.794
C: -1.463 0.205 0.355
N: 2.704 -0.956 -1.003
N: -2.322 -1.818 0.081
N: -2.027 -0.706 -0.451
O: -1.312 -0.030 1.721
O: -1.518 1.503 -0.004
H: 0.647 -1.182 1.571
H: -0.055 0.606 -2.061
H: 3.196 -1.597 0.927
H: 2.320 -0.481 -2.861
H: -1.224 2.489 1.791
H: -0.930 3.408 0.325
H: 0.300 2.374 0.531
H: -2.417 -2.467 -0.649
H: -1.385 -1.035 1.665

Results
- E_tot: -15965.500 eV
- HOMO level: -9.03 eV
- ΔE to the lowest compared entry with this formula, charge and spin: 124.9 kcal/mol
- SMILES: [H]/N=N/[C@](O)(OC)c1ccncc1

Formula: C7H9N4O
Source: the Open Molecules 2025 dataset
Level of theory: ωB97M-V with the def2-TZVPD basis set

Positions of all 21 atoms, in Å:
C: -3.166 -0.881 -0.278
C: -2.111 -1.736 0.063
C: -2.889 0.490 -0.364
C: -0.864 -1.268 0.348
C: -1.553 0.927 -0.226
C: -0.588 0.054 0.091
C: 1.826 -0.447 -0.077
N: 4.079 -0.510 -0.172
N: 3.099 0.215 -0.237
N: 0.777 0.453 0.176
N: 1.228 1.765 0.385
O: 1.824 -1.597 -0.029
H: -4.071 -1.362 -0.339
H: -2.523 -2.682 0.277
H: -3.694 1.076 -0.495
H: -0.143 -1.943 0.737
H: -1.463 1.951 -0.348
H: 4.970 -0.044 -0.496
H: 3.198 1.270 -0.393
H: 1.443 1.817 1.412
H: 0.622 2.454 -0.036

Results
- E_tot: -15402.109 eV
- HOMO level (alpha / beta): -12.42 / -12.42 eV
- Charge: +1
- ΔE to the lowest compared entry with this formula, charge and spin: 47.1 kcal/mol
- SMILES: [H]/N=[NH+]/C(=O)N(N)c1ccccc1

Formula: C7H9NO
Source: the Open Molecules 2025 dataset
Level of theory: ωB97M-V with the def2-TZVPD basis set

Positions of all 18 atoms, in Å:
C: -0.065 0.486 -2.059
C: -0.462 -0.886 -1.343
C: 0.109 -1.134 0.733
C: 1.103 -0.159 1.384
C: 0.367 1.008 1.891
C: -0.177 0.920 -0.455
C: -0.925 -0.361 -0.020
H: -0.956 1.094 -2.712
H: 0.857 0.170 -2.976
H: -1.155 -1.693 -1.667
H: -0.004 -2.004 1.378
H: 2.054 -0.870 1.862
H: -0.765 0.919 1.632
H: 0.790 1.444 2.736
H: -0.465 2.075 -0.444
H: -1.947 -0.381 0.271
N: 0.972 1.083 0.498
O: 0.669 -1.711 -0.709

Results
- E_tot: -10934.784 eV
- HOMO level: -9.32 eV
- ΔE to the lowest compared entry with this formula, charge and spin: 185.2 kcal/mol

Formula: C7H9NO
Source: the Open Molecules 2025 dataset
Level of theory: ωB97M-V with the def2-TZVPD basis set

Positions of all 18 atoms, in Å:
C: 0.362 -0.617 -1.470
C: 0.717 0.485 -0.450
C: -0.442 1.503 -0.518
C: -1.076 -0.674 -1.126
C: -1.146 -0.464 0.475
C: 0.301 -0.255 0.786
C: 0.970 -0.232 2.098
H: 0.427 -0.585 -2.622
H: 0.801 -1.611 -1.240
H: 1.766 0.961 -0.306
H: -0.352 2.243 0.279
H: -0.467 2.070 -1.371
H: -1.868 -1.146 -1.681
H: -1.888 -0.795 1.111
H: 0.532 -0.502 3.078
H: 1.743 0.538 2.100
N: -1.504 0.477 -0.415
O: 1.125 -1.396 1.273

Results
- E_tot: -10938.746 eV
- HOMO level: -8.91 eV
- ΔE to the lowest compared entry with this formula, charge and spin: 93.8 kcal/mol
- SMILES: C1[C@H]2CN3[C@@H]([C@H]13)[C@]21CO1

Formula: C7H9NO
Source: the Open Molecules 2025 dataset
Level of theory: ωB97M-V with the def2-TZVPD basis set

Positions of all 18 atoms, in Å:
C: -1.754 1.231 -0.932
C: -0.565 0.589 -0.402
C: 0.676 1.432 -0.089
C: 1.456 -0.675 -1.087
C: 1.444 -1.482 0.234
C: 0.397 -1.316 1.096
C: -0.717 -0.324 0.824
H: -1.513 2.085 -1.619
H: -2.479 0.492 -1.321
H: -2.340 1.578 -0.006
H: 0.775 2.494 -0.594
H: 1.209 1.205 0.850
H: 2.526 -0.578 -1.316
H: 0.966 -1.369 -1.916
H: 2.188 -2.264 0.294
H: 0.542 -1.978 2.057
N: 0.725 0.440 -1.189
O: -1.570 -0.185 1.754

Results
- E_tot: -10939.345 eV
- HOMO level: -9.25 eV
- ΔE to the lowest compared entry with this formula, charge and spin: 80.0 kcal/mol
- SMILES: C[C@]12CN1CC=CC2=O

Formula: C7H9NO
Source: the Open Molecules 2025 dataset
Level of theory: ωB97M-V with the def2-TZVPD basis set

Positions of all 18 atoms, in Å:
C: -0.923 1.874 2.100
C: -1.009 -0.351 1.223
C: -0.049 -0.434 -0.021
C: -0.169 -1.521 -0.908
C: 0.687 -1.492 -2.020
C: 1.530 -0.449 -2.203
C: 1.605 0.526 -1.259
H: -1.677 2.731 2.153
H: -0.815 1.401 2.918
H: 0.108 1.974 1.513
H: -1.707 -1.296 1.161
H: -0.336 -0.386 2.064
H: -0.937 -2.365 -0.840
H: 0.420 -2.376 -2.653
H: 2.247 -0.597 -3.054
H: 2.030 1.309 -1.309
N: 0.717 0.614 -0.191
O: -1.722 0.838 1.325

Results
- E_tot: -10939.014 eV
- HOMO level: -9.13 eV
- ΔE to the lowest compared entry with this formula, charge and spin: 87.6 kcal/mol
- SMILES: COCc1ccccn1

Formula: C7H9NO2
Source: the Open Molecules 2025 dataset
Level of theory: ωB97M-V with the def2-TZVPD basis set

Positions of all 19 atoms, in Å:
C: -1.590 -0.017 -0.122
C: -2.802 -0.689 0.464
C: 1.276 0.201 1.428
C: 1.751 -0.927 0.720
C: 1.677 -0.953 -0.667
C: 1.137 0.165 -1.318
C: 0.692 1.191 -0.500
H: 0.128 -0.515 -0.565
H: -3.454 0.186 0.917
H: -3.291 -1.296 -0.314
H: -2.404 -1.301 1.334
H: 1.497 0.245 2.550
H: 2.192 -1.807 1.277
H: 2.051 -1.793 -1.276
H: 1.205 0.097 -2.435
H: 0.336 2.135 -0.922
N: 0.736 1.259 0.835
O: -1.329 1.152 -0.348
O: -0.704 -0.975 -0.457

Results
- E_tot: -12986.659 eV
- HOMO level: -8.69 eV
- ΔE to the lowest compared entry with this formula, charge and spin: 88.5 kcal/mol

Formula: C7H9NO2
Source: the Open Molecules 2025 dataset
Level of theory: ωB97M-V with the def2-TZVPD basis set

Positions of all 19 atoms, in Å:
C: -1.062 -1.140 0.242
C: 1.263 -1.751 -2.126
C: -2.075 -0.153 0.195
C: 1.868 -0.495 -1.490
C: -1.558 1.004 1.126
C: 0.816 0.301 -0.706
C: -0.175 0.542 1.560
N: 0.235 -0.404 0.484
O: 0.199 -2.131 -1.695
O: -3.211 -0.169 -0.236
H: 2.687 -0.826 -0.846
H: 2.290 0.137 -2.270
H: -1.532 1.926 0.544
H: -2.244 1.139 1.960
H: 1.272 1.231 -0.356
H: -0.017 0.541 -1.373
H: 0.554 1.347 1.674
H: -0.237 -0.023 2.492
H: 0.927 -1.075 0.822

Results
- E_tot: -12983.694 eV
- HOMO level (alpha / beta): -7.61 / -7.61 eV
- ΔE to the lowest compared entry with this formula, charge and spin: 156.8 kcal/mol